23
Properties=species:S:1:pos:R:3:forces:R:3:mulliken_charge:R:1 method="wB97M-V/def2-TZVPD" total_charge=0 molar_mass_da=181.144 smiles="CC[C@@](C)(O)COOO[N+](=O)[O-]" total_energy_ha=-702.97099 orbital_gap_ev=10.43 lumo_ev=-0.281 homo_energy_ev=-10.7132
C -2.521 -1.424 0.748 -0.3 0.0 0.2 -1.240
C -1.180 -1.082 0.127 0.3 0.0 0.0 -0.624
C -0.956 0.436 -0.041 0.4 -0.5 0.4 1.453
C -1.854 1.031 -1.127 0.3 0.2 0.4 -1.723
C 0.529 0.693 -0.364 -0.4 0.8 -1.9 -0.826
O 1.299 0.392 0.746 2.8 -0.9 1.0 -0.256
O 2.668 0.798 0.445 -1.4 0.8 0.7 -0.131
O 3.313 -0.264 -0.276 -1.1 -1.3 -0.6 -0.102
N 4.646 -0.175 -0.050 5.0 1.1 1.6 1.047
O 5.108 0.847 0.456 -1.9 -1.1 -0.7 -0.507
O 5.365 -1.118 -0.366 -2.7 0.6 -0.2 -0.534
O -1.241 1.088 1.203 0.5 0.2 0.1 -0.635
H -2.624 -2.497 0.915 0.1 0.0 -0.1 0.389
H -2.644 -0.926 1.711 0.1 0.0 -0.1 0.312
H -3.353 -1.111 0.116 0.0 0.0 0.0 0.302
H -0.370 -1.469 0.756 -0.1 0.0 0.0 0.340
H -1.066 -1.572 -0.846 0.0 0.1 0.0 0.347
H -1.680 0.570 -2.098 0.1 -0.1 0.0 0.336
H -2.901 0.905 -0.864 0.0 -0.1 0.1 0.409
H -1.670 2.100 -1.214 0.0 0.1 0.0 0.431
H 0.903 0.089 -1.200 -0.5 0.0 -0.1 0.375
H 0.714 1.748 -0.585 -0.4 0.0 -0.2 0.415
H -0.484 0.940 1.810 -0.7 0.1 -0.5 0.421